The following is a DFT calculation (the ωB97M-V functional and the def2-TZVPD basis) of 7 unconnected molecules or ions with the total composition C28H77ClN8O7P.

Bonds (Å) are listed after each position.
CARTESIAN COORDINATES (ANGSTROEM)
1 Cl 14.216 -4.939 -2.738  P2 2.165
2 P 12.341 -5.138 -1.673  Cl1 2.165, O8 1.743, N11 1.816
3 O -10.787 4.164 4.486  C19 1.431, C23 1.419
4 O 4.881 -3.778 -1.731  C22 1.419, C44 1.431
5 O -2.932 1.773 1.033  C25 1.419, C35 1.431
6 O 8.473 -0.046 1.251  C26 1.419, C28 1.431
7 O -7.608 1.282 -1.762  C21 1.419, C34 1.431
8 O 12.340 -3.916 -0.431  P2 1.743, H115 1.021
9 O 2.515 1.179 0.450  C20 1.419, C33 1.431
10 N 3.010 -2.973 0.306  C38 1.471, H59 1.021, H99 1.024
11 N 10.968 -4.897 -2.836  P2 1.816, C37 1.512, C45 1.512, H54 1.065
12 N 1.821 1.639 -2.308  C24 1.471, H70 1.024, H80 1.021
13 N -5.329 0.190 1.249  C39 1.471, H87 1.021, H119 1.024
14 N 7.779 0.414 -1.506  C42 1.471, H117 1.024, H121 1.021
15 N -11.481 4.624 1.728  C30 1.471, H66 1.021, H116 1.024
16 N -9.479 2.087 0.274  C43 1.471, H92 1.021, H93 1.024
17 N 9.104 -2.559 -2.142  C18 1.513, C29 1.512, H73 1.048
18 C 10.492 -2.334 -2.701  N17 1.513, C37 1.640, H89 1.174, H96 1.192
19 C -12.036 3.690 3.973  O3 1.431, C30 1.546, H74 1.097, H97 1.097
20 C 2.410 2.325 1.281  O9 1.419, H47 1.091, H84 1.094, H86 1.094
21 C -7.474 -0.123 -1.915  O7 1.419, H56 1.091, H81 1.094, H106 1.094
22 C 5.016 -5.183 -1.883  O4 1.419, H52 1.094, H85 1.094, H109 1.091
23 C -10.891 5.310 5.317  O3 1.419, H60 1.094, H68 1.094, H100 1.091
24 C 0.756 1.470 -1.306  N12 1.471, C33 1.546, C41 1.526, H103 1.097
25 C -2.246 1.971 2.259  O5 1.419, H49 1.094, H65 1.094, H122 1.091
26 C 8.369 1.099 2.083  O6 1.419, H94 1.094, H113 1.094, H114 1.091
27 C -3.661 -0.907 2.653  C39 1.526, H63 1.097, H102 1.096, H108 1.092
28 C 7.224 -0.520 0.739  O6 1.431, C42 1.546, H71 1.097, H110 1.097
29 C 8.971 -3.873 -1.404  N17 1.512, C45 1.639, H55 1.194, H67 1.193
30 C -12.545 4.455 2.729  N15 1.471, C19 1.546, C40 1.526, H72 1.097
31 C -10.525 0.230 -0.913  C43 1.526, H46 1.097, H88 1.092, H118 1.096
32 C 1.964 -4.829 -0.882  C38 1.526, H50 1.096, H90 1.097, H91 1.092
33 C 1.266 0.706 -0.062  O9 1.431, C24 1.546, H58 1.097, H95 1.097
34 C -8.891 1.795 -2.132  O7 1.431, C43 1.546, H77 1.097, H79 1.097
35 C -2.939 0.419 0.572  O5 1.431, C39 1.546, H61 1.097, H83 1.097
36 C 6.119 1.611 -0.179  C42 1.526, H75 1.096, H111 1.097, H112 1.092
37 C 11.048 -3.591 -3.595  N11 1.512, C18 1.640, H105 1.193, H107 1.193
38 C 2.514 -3.412 -1.008  N10 1.471, C32 1.526, C44 1.546, H64 1.097
39 C -4.016 -0.473 1.233  N13 1.471, C27 1.526, C35 1.546, H78 1.097
40 C -13.141 5.822 3.055  C30 1.526, H57 1.092, H76 1.096, H120 1.097
41 C 0.160 2.837 -0.981  C24 1.526, H48 1.097, H69 1.096, H104 1.092
42 C 6.714 0.245 -0.505  N14 1.471, C28 1.546, C36 1.526, H51 1.097
43 C -9.976 1.648 -1.039  N16 1.471, C31 1.526, C34 1.546, H82 1.097
44 C 3.598 -3.264 -2.100  O4 1.431, C38 1.546, H53 1.097, H62 1.097
45 C 9.646 -5.165 -2.154  N11 1.512, C29 1.639, H98 1.194, H101 1.177
46 H -11.459 0.235 -0.336  C31 1.097
47 H 2.473 3.231 0.676  C20 1.091
48 H -0.421 3.210 -1.833  C41 1.097
49 H -1.894 3.007 2.288  C25 1.094
50 H 1.741 -5.253 -1.867  C32 1.096
51 H 5.915 -0.357 -0.954  C42 1.097
52 H 6.075 -5.408 -2.036  C22 1.094
53 H 3.269 -3.691 -3.055  C44 1.097
54 H 11.093 -5.668 -3.560  N11 1.065
55 H 9.317 -3.804 -0.264  C29 1.194
56 H -7.786 -0.629 -0.999  C21 1.091
57 H -12.380 6.574 3.272  C40 1.092
58 H 0.508 0.674 0.730  C33 1.097
59 H 3.284 -1.991 0.240  N10 1.021
60 H -10.037 5.313 6.000  C23 1.094
61 H -1.940 -0.025 0.656  C35 1.097
62 H 3.752 -2.193 -2.279  C44 1.097
63 H -4.304 -1.739 2.967  C27 1.097
64 H 1.675 -2.764 -1.290  C38 1.097
65 H -1.381 1.309 2.361  C25 1.094
66 H -11.155 3.700 1.440  N15 1.021
67 H 7.801 -4.099 -1.344  C29 1.193
68 H -11.809 5.308 5.912  C23 1.094
69 H -0.515 2.776 -0.120  C41 1.096
70 H 2.630 2.041 -1.825  N12 1.024
71 H 6.466 -0.551 1.531  C28 1.097
72 H -13.345 3.853 2.280  C30 1.097
73 H 8.349 -2.413 -2.854  N17 1.048
74 H -11.856 2.650 3.678  C19 1.097
75 H 5.443 1.550 0.681  C36 1.096
76 H -13.817 5.760 3.916  C40 1.096
77 H -9.220 1.368 -3.087  C34 1.097
78 H -4.101 -1.385 0.629  C39 1.097
79 H -8.737 2.867 -2.310  C34 1.097
80 H 2.147 0.716 -2.596  N12 1.021
81 H -6.414 -0.348 -2.068  C21 1.094
82 H -10.814 2.296 -1.321  C43 1.097
83 H -3.162 0.475 -0.501  C35 1.097
84 H 1.492 2.323 1.876  C20 1.094
85 H 4.454 -5.562 -2.742  C22 1.094
86 H 3.265 2.328 1.964  C20 1.094
87 H -5.606 0.388 0.287  N13 1.021
88 H -9.839 -0.446 -0.398  C31 1.092
89 H 11.198 -1.998 -1.825  C18 1.174
90 H 1.031 -4.825 -0.305  C32 1.097
91 H 2.651 -5.505 -0.367  C32 1.092
92 H -9.205 3.068 0.208  N16 1.021
93 H -8.594 1.600 0.442  N16 1.024
94 H 7.451 1.097 2.677  C26 1.094
95 H 1.446 -0.335 -0.358  C33 1.097
96 H 10.424 -1.401 -3.439  C18 1.192
97 H -12.794 3.659 4.766  C19 1.097
98 H 9.873 -5.963 -1.296  C45 1.194
99 H 3.896 -3.459 0.473  N10 1.024
100 H -10.829 6.216 4.712  C23 1.091
101 H 8.932 -5.698 -2.923  C45 1.177
102 H -2.623 -1.251 2.710  C27 1.096
103 H -0.043 0.868 -1.755  C24 1.097
104 H 0.922 3.590 -0.764  C41 1.092
105 H 12.173 -3.357 -3.916  C37 1.193
106 H -8.035 -0.502 -2.773  C21 1.094
107 H 10.411 -3.670 -4.600  C37 1.193
108 H -3.797 -0.108 3.385  C27 1.092
109 H 4.703 -5.688 -0.968  C22 1.091
110 H 7.404 -1.561 0.443  C28 1.097
111 H 5.537 1.985 -1.031  C36 1.097
112 H 6.880 2.364 0.038  C36 1.092
113 H 9.223 1.102 2.766  C26 1.094
114 H 8.431 2.006 1.478  C26 1.091
115 H 12.998 -3.206 -0.758  O8 1.021
116 H -10.672 5.025 2.211  N15 1.024
117 H 8.588 0.815 -1.024  N14 1.024
118 H -10.748 -0.194 -1.898  C31 1.096
119 H -5.194 1.119 1.657  N13 1.024
120 H -13.723 6.195 2.203  C40 1.097
121 H 8.105 -0.510 -1.794  N14 1.021
122 H -2.932 1.836 3.097  C25 1.091

Output
Charge: +1
DFT total energy in eV: -78337.863
LUMO energy in eV: -3.900
Kohn-Sham gap in eV: 5.75
Maximum force in hartree/bohr: 0.08640
Spin multiplicity: 1

These are the Mulliken partial charges, in e, on atoms 1 to 2: Cl -0.19; P 0.38